(1)
Entry from the OMol25 dataset: a molecular structure, BaClO28Pd3S6 in a non-equilibrium geometry (the ωB97M-V functional and the def2-TZVPD basis).

Computed properties:
**E**: -145972.0263 eV
**M**: 1132.41 g/mol
**Frontier orbital gap (alpha / beta)**: 3.949 / 2.282 eV
**E_LUMO (alpha / beta)**: 8.362 / 6.695 eV
**Multiplicity**: 7
**Net charge**: -5
**⟨S²⟩**: 12.029

CARTESIAN COORDINATES (ANGSTROEM)
Ba -2.133 7.094 12.356
Pd -0.270 10.517 15.662
Pd 1.768 7.166 14.335
Pd 3.081 10.670 12.235
Cl 3.890 10.419 8.957
S -0.108 12.869 17.277
S -1.483 7.000 15.421
S 3.668 5.044 12.747
S 4.761 10.970 14.277
S -0.199 10.253 12.303
S -1.786 4.500 9.769
O 4.359 12.045 13.241
O -1.679 6.932 16.837
O 5.196 10.802 8.580
O 6.149 11.463 14.015
O 4.393 9.800 13.472
O 3.970 3.897 13.615
O 3.432 6.480 13.814
O -0.040 7.450 15.195
O 3.288 9.316 8.215
O 4.735 5.790 11.919
O 3.804 10.129 10.465
O -1.177 12.093 16.479
O -0.358 14.258 16.536
O -0.271 8.766 11.973
O 3.995 11.064 15.470
O 2.280 4.920 12.172
O -2.544 3.734 10.754
O -0.415 4.864 10.361
O -1.676 4.216 8.330
O -2.440 8.084 14.806
O -2.371 5.842 10.136
O 3.155 11.609 8.810
O 1.004 10.687 11.355
O -1.482 10.646 12.094
O 1.269 12.575 16.827
O -1.987 5.733 14.484
O -0.257 13.198 18.604
O 0.643 10.501 13.455

Taken from the Mulliken analysis, the atomic charges in e are:
1. Ba 1.9237
2. Pd 0.8381
3. Pd 0.9214
4. Pd 1.4975
5. Cl 1.6860
6. S 1.1751
7. S 0.8001
8. S 1.0562
9. S 1.1872
10. S 0.8210
11. S 0.8645
12. O -0.7117
13. O -0.6081
14. O -0.6580
15. O -0.6179
16. O -0.5952
17. O -0.6187
18. O -0.5252
19. O -0.3026
20. O -0.6094
21. O -0.5985
22. O -0.7633
23. O -0.7826
24. O -0.8348
25. O -0.7370
26. O -0.4787
27. O -0.4686
28. O -0.6818
29. O -0.5743
30. O -0.6673
31. O -0.7961
32. O -0.9020
33. O -0.6735
34. O -0.6180
35. O -0.6096
36. O -0.5398
37. O -0.8171
38. O -0.6156
39. O -0.3656

---

(2)
Entry from the OMol25 dataset: a molecular structure, BaFRb in a non-equilibrium geometry (the ωB97M-V functional and the def2-TZVPD basis).

Computed properties:
**E**: -4051.6031 eV
**M**: 241.79 g/mol
**Frontier orbital gap**: 12.995 eV
**E_LUMO**: -8.980 eV
**ΔE to the lowest compared entry with this formula, charge and spin**: 115.9 kJ/mol
**Multiplicity**: 1
**Net charge**: +2

CARTESIAN COORDINATES (ANGSTROEM)
Ba 1.157 0.904 0.804
Rb -1.372 -1.037 0.116
F 0.214 0.133 -0.921

Taken from the Mulliken analysis, the atomic charges in e are:
1. Ba 1.7279
2. Rb 0.9935
3. F -0.7215

---

(3)
Entry from the OMol25 dataset: a molecular structure, BaH12O6 (the ωB97M-V functional and the def2-TZVPD basis).

Computed properties:
**E**: -13162.1251 eV
**M**: 245.42 g/mol
**Frontier orbital gap**: 12.590 eV
**E_LUMO**: -6.720 eV
**ΔE to the lowest compared entry with this formula, charge and spin**: 39.4 kJ/mol
**Multiplicity**: 1
**Net charge**: +2

CARTESIAN COORDINATES (ANGSTROEM)
Ba 0.815 -0.391 -0.217
O 0.386 1.643 1.725
O -1.114 -1.822 -1.330
O -1.063 -1.483 1.519
O 0.877 0.655 -2.896
O -1.621 1.131 -0.861
O 3.155 -0.465 1.545
H -0.414 2.155 1.909
H 2.649 -0.846 2.280
H -1.605 -1.734 -2.162
H -2.419 1.087 -0.316
H -1.644 2.009 -1.271
H 1.068 2.044 2.285
H 1.210 1.566 -2.889
H 0.382 0.572 -3.725
H -1.234 -2.436 1.534
H 3.863 0.045 1.968
H -1.421 -2.659 -0.956
H -1.871 -1.070 1.857

Taken from the natural (NBO) analysis, the atomic charges in e are:
1. Ba 1.9280
2. O -1.0122
3. O -1.0152
4. O -1.0079
5. O -1.0096
6. O -0.9973
7. O -1.0011
8. H 0.5111
9. H 0.4888
10. H 0.5230
11. H 0.5008
12. H 0.5069
13. H 0.5126
14. H 0.5023
15. H 0.5195
16. H 0.5058
17. H 0.5227
18. H 0.5065
19. H 0.5154

---

(4)
Entry from the OMol25 dataset: a molecular structure, BaH16O8 (the ωB97M-V functional and the def2-TZVPD basis).

Computed properties:
**E**: -17323.4326 eV
**M**: 281.45 g/mol
**Frontier orbital gap**: 12.170 eV
**E_LUMO**: -6.172 eV
**ΔE to the lowest compared entry with this formula, charge and spin**: 42.1 kJ/mol
**Multiplicity**: 1
**Net charge**: +2

CARTESIAN COORDINATES (ANGSTROEM)
Ba 0.381 -0.203 -0.083
O 2.521 -1.998 -0.545
O 2.478 0.926 1.015
O -0.942 -2.837 -0.348
O 0.977 1.473 -2.408
O -2.397 -0.410 0.682
O -0.152 -0.276 2.747
O -1.666 0.267 -1.944
O -0.179 2.494 0.610
H -1.099 2.670 0.810
H 2.374 1.623 1.663
H 0.230 2.019 -2.654
H -1.690 -3.146 -0.861
H 3.284 -1.811 0.002
H -1.057 -3.242 0.511
H 0.258 3.336 0.733
H 1.586 1.554 -3.142
H -2.896 -1.220 0.788
H -0.932 -0.719 3.080
H 0.001 0.437 3.367
H -1.892 0.004 -2.837
H -3.045 0.237 0.403
H 2.691 -2.868 -0.905
H 3.399 0.672 1.081
H -2.232 1.018 -1.765

Taken from the natural (NBO) analysis, the atomic charges in e are:
1. Ba 1.8982
2. O -0.9960
3. O -1.0025
4. O -0.9822
5. O -0.9880
6. O -0.9813
7. O -0.9892
8. O -0.9874
9. O -0.9951
10. H 0.4955
11. H 0.5078
12. H 0.4923
13. H 0.5034
14. H 0.4937
15. H 0.4907
16. H 0.5122
17. H 0.5076
18. H 0.5010
19. H 0.5011
20. H 0.5016
21. H 0.5117
22. H 0.4904
23. H 0.5163
24. H 0.5109
25. H 0.4875

---

(5)
Entry from the OMol25 dataset: a molecular structure, BeFH16O8 in a non-equilibrium geometry (the ωB97M-V functional and the def2-TZVPD basis).

Computed properties:
**E**: -19757.1383 eV
**M**: 172.13 g/mol
**Frontier orbital gap**: 9.401 eV
**E_LUMO**: -4.221 eV
**ΔE to the lowest compared entry with this formula, charge and spin**: 2.1 kJ/mol
**Multiplicity**: 1
**Net charge**: +1

CARTESIAN COORDINATES (ANGSTROEM)
F 0.275 -0.464 -0.334
O 0.522 0.445 2.457
O -1.599 -1.482 1.315
O -0.035 2.110 -1.764
O 2.639 0.862 0.074
O -1.781 1.088 0.620
O 1.602 -0.111 -2.704
O 1.728 -2.077 1.403
O -2.170 -0.769 -1.244
Be -1.166 -0.395 0.028
H 0.944 -0.198 -3.359
H 0.926 1.137 2.993
H 1.283 -0.106 2.318
H -2.507 -1.606 1.650
H -3.062 -1.144 -1.158
H -0.045 2.547 -2.632
H -2.634 1.539 0.416
H 0.539 1.334 -1.787
H 2.218 1.608 0.460
H 2.692 -1.956 1.461
H 1.814 0.335 -0.105
H 1.374 -1.637 0.627
H -1.064 -2.061 1.832
H -1.448 1.619 1.356
H 1.229 -0.465 -1.904
H -2.275 -0.154 -2.018

Taken from the natural (NBO) analysis, the atomic charges in e are:
1. F -0.8733
2. O -0.9859
3. O -1.0154
4. O -0.9952
5. O -0.9353
6. O -1.0212
7. O -0.9238
8. O -0.9852
9. O -1.0206
10. Be 1.7301
11. H 0.4615
12. H 0.4806
13. H 0.5002
14. H 0.5238
15. H 0.5305
16. H 0.4862
17. H 0.5281
18. H 0.4928
19. H 0.4606
20. H 0.5000
21. H 0.4610
22. H 0.4840
23. H 0.5485
24. H 0.5491
25. H 0.4714
26. H 0.5477

---

(6)
Entry from the OMol25 dataset: a molecular structure, BeH10O5 in a non-equilibrium geometry (the ωB97M-V functional and the def2-TZVPD basis).

Computed properties:
**E**: -10787.7702 eV
**M**: 99.09 g/mol
**Frontier orbital gap**: 11.727 eV
**E_LUMO**: -8.042 eV
**ΔE to the lowest compared entry with this formula, charge and spin**: 60.8 kJ/mol
**Multiplicity**: 1
**Net charge**: +2

CARTESIAN COORDINATES (ANGSTROEM)
O 0.118 0.941 -2.285
O 1.633 -0.320 0.217
O -0.209 -0.577 2.058
O -0.660 1.521 0.460
O -1.107 -0.903 -0.370
Be 0.024 -0.024 0.468
H -1.456 1.693 -0.107
H -0.727 -1.532 -1.003
H 0.342 -1.308 2.324
H -0.637 0.601 -2.746
H 0.974 0.584 -2.545
H 2.177 -0.280 -0.542
H 2.263 -0.697 0.897
H 0.002 2.175 0.337
H -0.918 -0.476 2.693
H -1.818 -1.397 0.145

Taken from the natural (NBO) analysis, the atomic charges in e are:
1. O -0.9868
2. O -1.0398
3. O -1.0346
4. O -1.0272
5. O -1.0387
6. Be 1.7052
7. H 0.5638
8. H 0.5461
9. H 0.5342
10. H 0.5061
11. H 0.4930
12. H 0.5502
13. H 0.5626
14. H 0.5428
15. H 0.5636
16. H 0.5595

---

(7)
Entry from the OMol25 dataset: a molecular structure, BeH16O8 in a non-equilibrium geometry (the ωB97M-V functional and the def2-TZVPD basis).

Computed properties:
**E**: -17025.5523 eV
**M**: 153.13 g/mol
**Frontier orbital gap**: 12.386 eV
**E_LUMO**: -6.832 eV
**ΔE to the lowest compared entry with this formula, charge and spin**: 10.1 kJ/mol
**Multiplicity**: 1
**Net charge**: +2

CARTESIAN COORDINATES (ANGSTROEM)
O 1.419 -0.866 -1.071
O -0.909 1.584 0.145
O 0.835 1.324 -1.329
O -0.948 0.175 1.787
O -1.511 -1.281 -0.079
O 0.629 -1.677 1.007
O 1.320 0.724 1.189
O -0.819 -0.019 -1.798
Be 0.006 -0.062 -0.058
H 2.239 0.622 0.942
H 2.179 -1.403 -0.848
H -1.776 -1.635 0.770
H -1.172 1.926 1.000
H 1.364 -2.078 1.470
H -1.567 0.777 2.201
H -0.598 -0.344 2.511
H -1.236 2.229 -0.482
H -2.014 -1.786 -0.718
H 1.617 -0.517 -1.940
H 1.658 1.407 -1.810
H 0.334 2.102 -1.575
H -0.134 -2.184 1.282
H -0.758 0.383 -2.665
H -1.495 -0.690 -1.892
H 1.340 1.291 1.961

Taken from the natural (NBO) analysis, the atomic charges in e are:
1. O -0.9795
2. O -0.9708
3. O -0.9653
4. O -0.9787
5. O -0.9789
6. O -0.9747
7. O -0.9840
8. O -0.9753
9. Be 1.6908
10. H 0.5053
11. H 0.5175
12. H 0.5104
13. H 0.5036
14. H 0.5221
15. H 0.5042
16. H 0.5090
17. H 0.5066
18. H 0.5146
19. H 0.5067
20. H 0.5019
21. H 0.4938
22. H 0.4908
23. H 0.5206
24. H 0.4885
25. H 0.5207

---

(8)
Entry from the OMol25 dataset: a molecular structure, Br2CdH5NP2 in a non-equilibrium geometry (the ωB97M-V functional and the def2-TZVPD basis).

Computed properties:
**E**: -164776.3080 eV
**M**: 353.22 g/mol
**Frontier orbital gap**: 4.718 eV
**E_LUMO**: -11.902 eV
**Multiplicity**: 1
**Net charge**: +2

CARTESIAN COORDINATES (ANGSTROEM)
Cd -2.545 -2.271 -0.101
Br -3.242 0.067 0.557
Br -1.231 -0.659 -2.014
P -0.792 0.453 0.041
P 1.505 0.512 -0.213
N 1.866 -0.320 1.021
H 1.771 1.878 -0.138
H -1.025 1.809 0.347
H 1.832 0.097 -1.500
H 2.381 -1.176 0.869
H -0.520 -0.389 1.132

Taken from the natural (NBO) analysis, the atomic charges in e are:
1. Cd 1.5504
2. Br -0.2914
3. Br -0.1454
4. P 0.4049
5. P 1.0765
6. N -1.2036
7. H 0.0150
8. H 0.0843
9. H 0.0031
10. H 0.4245
11. H 0.0817

---

(9)
Entry from the OMol25 dataset: Br2FH2PSi in the gas phase in a non-equilibrium geometry (the ωB97M-V functional and the def2-TZVPD basis).

Computed properties:
**E**: -160004.7774 eV
**M**: 239.88 g/mol
**Structure (SMILES)**: F[Si](P)(Br)Br
**Frontier orbital gap**: 10.367 eV
**E_LUMO**: -0.037 eV
**ΔE to the lowest compared entry with this formula, charge and spin**: 47.9 kJ/mol
**Multiplicity**: 1

CARTESIAN COORDINATES (ANGSTROEM)
Br 1.676 2.362 -2.970
Br -0.989 3.200 -0.864
P 0.657 -0.018 0.113
Si 0.993 1.883 -0.972
F 2.117 2.398 0.078
H -0.602 0.285 0.118
H 0.680 -0.776 -1.129

Taken from the natural (NBO) analysis, the atomic charges in e are:
1. Br -0.2434
2. Br -0.3555
3. P -0.0766
4. Si 1.3162
5. F -0.6618
6. H -0.0026
7. H 0.0237

---

(10)
Entry from the OMol25 dataset: 2 unconnected molecules or ions with the total composition Br2H2N2S (the ωB97M-V functional and the def2-TZVPD basis).

Computed properties:
**E**: -153930.3632 eV
**M**: 221.91 g/mol
**Frontier orbital gap**: 8.399 eV
**E_LUMO**: -1.455 eV
**ΔE to the lowest compared entry with this formula, charge and spin**: 5.4 kJ/mol
**Multiplicity**: 1

CARTESIAN COORDINATES (ANGSTROEM)
Br 2.133 -1.839 -0.848
Br 0.079 1.127 0.369
S 1.225 -0.288 -2.360
N -1.165 0.444 1.588
N 0.076 -0.808 -3.038
H -1.716 1.245 1.897
H -0.633 0.119 2.393

Taken from the natural (NBO) analysis, the atomic charges in e are:
1. Br -0.3369
2. Br 0.1359
3. S 0.9381
4. N -0.8585
5. N -0.6168
6. H 0.3684
7. H 0.3697

---

What did the first record say?
Entry from the OMol25 dataset: a molecular structure, BaClO28Pd3S6 in a non-equilibrium geometry (the ωB97M-V functional and the def2-TZVPD basis).

Computed properties:
**E**: -145972.0263 eV
**M**: 1132.41 g/mol
**Frontier orbital gap (alpha / beta)**: 3.949 / 2.282 eV
**E_LUMO (alpha / beta)**: 8.362 / 6.695 eV
**Multiplicity**: 7
**Net charge**: -5
**⟨S²⟩**: 12.029

CARTESIAN COORDINATES (ANGSTROEM)
Ba -2.133 7.094 12.356
Pd -0.270 10.517 15.662
Pd 1.768 7.166 14.335
Pd 3.081 10.670 12.235
Cl 3.890 10.419 8.957
S -0.108 12.869 17.277
S -1.483 7.000 15.421
S 3.668 5.044 12.747
S 4.761 10.970 14.277
S -0.199 10.253 12.303
S -1.786 4.500 9.769
O 4.359 12.045 13.241
O -1.679 6.932 16.837
O 5.196 10.802 8.580
O 6.149 11.463 14.015
O 4.393 9.800 13.472
O 3.970 3.897 13.615
O 3.432 6.480 13.814
O -0.040 7.450 15.195
O 3.288 9.316 8.215
O 4.735 5.790 11.919
O 3.804 10.129 10.465
O -1.177 12.093 16.479
O -0.358 14.258 16.536
O -0.271 8.766 11.973
O 3.995 11.064 15.470
O 2.280 4.920 12.172
O -2.544 3.734 10.754
O -0.415 4.864 10.361
O -1.676 4.216 8.330
O -2.440 8.084 14.806
O -2.371 5.842 10.136
O 3.155 11.609 8.810
O 1.004 10.687 11.355
O -1.482 10.646 12.094
O 1.269 12.575 16.827
O -1.987 5.733 14.484
O -0.257 13.198 18.604
O 0.643 10.501 13.455

Taken from the Mulliken analysis, the atomic charges in e are:
1. Ba 1.9237
2. Pd 0.8381
3. Pd 0.9214
4. Pd 1.4975
5. Cl 1.6860
6. S 1.1751
7. S 0.8001
8. S 1.0562
9. S 1.1872
10. S 0.8210
11. S 0.8645
12. O -0.7117
13. O -0.6081
14. O -0.6580
15. O -0.6179
16. O -0.5952
17. O -0.6187
18. O -0.5252
19. O -0.3026
20. O -0.6094
21. O -0.5985
22. O -0.7633
23. O -0.7826
24. O -0.8348
25. O -0.7370
26. O -0.4787
27. O -0.4686
28. O -0.6818
29. O -0.5743
30. O -0.6673
31. O -0.7961
32. O -0.9020
33. O -0.6735
34. O -0.6180
35. O -0.6096
36. O -0.5398
37. O -0.8171
38. O -0.6156
39. O -0.3656